(1)
A cluster of 15 separate species, C44H125N7O15 in total, computed with ωB97M-V/def2-TZVPD.

Geometry as XYZ:
```
191
Properties=species:S:1:pos:R:3:forces:R:3:lowdin_charge:R:1
C 5.24128 -2.24750 -3.82672 -1.2 -0.4 0.0 -0.063
C 4.36956 -3.44198 -3.32239 1.9 0.4 -0.6 -0.307
O 5.16220 -4.31921 -2.56576 0.9 0.8 0.8 -0.098
H 4.51714 -1.52584 -4.20478 0.0 0.1 -0.5 0.045
H 5.92801 -2.52050 -4.62795 0.0 -0.1 0.2 0.074
H 5.75586 -1.68731 -3.04603 0.2 -0.5 0.3 0.058
H 4.08843 -4.09035 -4.15226 -0.9 0.8 -0.5 0.114
H 3.54485 -3.01246 -2.75367 -0.4 -0.2 0.0 0.083
H 4.63822 -5.10664 -2.40142 -0.2 -0.5 0.2 0.006
C -3.37321 0.53675 5.92072 -0.6 -0.2 -1.1 -0.060
C -4.66724 -0.18771 6.23417 0.4 0.7 2.6 -0.338
O -5.23820 -0.86178 5.18932 -0.6 -0.8 -2.1 -0.089
H -3.55826 1.16155 5.04696 0.0 0.6 0.2 0.072
H -2.59030 -0.12227 5.54544 0.1 -0.3 0.5 0.050
H -3.08249 1.11374 6.79859 0.2 0.0 -0.2 0.084
H -5.40474 0.50363 6.64192 0.1 0.5 0.0 0.117
H -4.51099 -0.89340 7.05007 0.3 -0.2 0.3 0.116
H -6.17016 -0.99883 5.37439 0.0 -0.1 0.0 0.112
C 0.85270 2.24177 4.58173 0.4 -0.1 0.9 -0.087
C -0.02634 3.46494 4.95975 1.6 -1.8 -1.6 -0.243
O -0.61856 3.80375 3.69491 -0.2 0.5 0.9 -0.111
H 1.63435 1.99874 5.30148 -0.5 -0.1 1.0 0.075
H 1.56801 2.36691 3.76885 -0.8 0.5 -0.8 0.058
H 0.20386 1.37721 4.44158 0.3 -0.1 -0.2 0.056
H 0.67048 4.21261 5.33861 -0.6 0.5 0.1 0.111
H -0.77914 3.12111 5.66911 0.0 0.4 0.2 0.107
H -1.37056 4.37074 3.88092 -0.2 0.2 -0.3 0.084
C -2.92046 -2.84516 -1.65976 0.5 0.6 0.1 -0.075
C -3.05870 -2.38810 -0.23157 -0.7 -0.1 -0.2 -0.327
O -4.27141 -2.97755 0.21569 0.1 0.1 0.2 -0.089
H -2.05553 -2.33552 -2.08434 0.3 -0.3 -0.3 0.055
H -3.78094 -2.48219 -2.22181 -0.1 -0.3 0.0 0.078
H -2.83098 -3.93090 -1.69509 0.0 0.1 -0.3 0.081
H -3.13086 -1.30074 -0.20845 0.0 0.3 0.0 0.084
H -2.22060 -2.65256 0.41322 0.2 -0.2 0.0 0.109
H -4.58973 -2.48226 0.97394 -0.3 0.1 0.3 0.023
C 3.72664 -2.67368 1.96721 2.5 -0.4 -1.2 -0.055
C 5.05639 -2.90545 1.10418 -0.5 0.0 0.5 -0.290
O 6.03161 -1.88903 1.37340 -0.7 0.7 0.2 -0.100
H 3.25056 -1.73094 1.69762 0.1 0.0 0.2 0.052
H 4.10134 -2.71335 2.99001 -0.6 0.2 0.2 0.069
H 3.04476 -3.49552 1.74876 0.0 0.0 0.2 0.063
H 4.83103 -2.99630 0.04161 -0.1 0.3 -0.2 0.083
H 5.57624 -3.82273 1.38068 -0.6 -0.5 0.2 0.099
H 6.73642 -1.89444 0.72163 -0.1 -0.3 -0.1 0.078
C 0.88322 -2.82613 -4.82251 -0.1 0.8 -1.1 -0.066
C 0.01499 -2.37128 -6.02611 0.0 -0.6 0.0 -0.302
O -0.90091 -1.35962 -5.62874 -0.2 0.0 0.7 -0.096
H 1.57487 -2.01936 -4.57995 -0.1 0.0 0.4 0.060
H 1.49417 -3.69543 -5.06578 -0.1 0.0 -0.2 0.068
H 0.24009 -3.09595 -3.98484 0.0 0.2 0.0 0.065
H -0.49168 -3.26312 -6.39489 -0.4 -0.1 0.0 0.102
H 0.51634 -1.96213 -6.90323 0.9 -0.2 0.2 0.107
H -1.61974 -1.30071 -6.26232 0.0 -0.1 -0.1 0.082
C -0.16888 -2.27198 5.00859 0.2 0.1 -0.3 -0.078
C 1.27828 -1.78635 4.81001 -1.6 0.1 0.1 -0.295
O 1.91455 -1.71316 6.08018 1.0 -0.5 -0.5 -0.072
H -0.63916 -2.61050 4.08536 0.2 0.1 -0.1 0.049
H -0.80175 -1.47087 5.39042 0.0 0.0 0.1 0.054
H -0.18840 -3.09932 5.71797 0.1 0.0 0.0 0.080
H 1.26239 -0.85282 4.24753 0.1 0.5 0.3 0.084
H 1.78353 -2.44368 4.10238 0.5 -0.4 0.7 0.095
H 1.60078 -1.01983 6.66536 -0.4 0.2 -0.5 0.080
C -4.52808 -4.00876 3.51906 0.5 -0.1 1.0 -0.066
C -3.10943 -3.47848 3.83784 -1.2 -0.9 -1.7 -0.316
O -3.22402 -2.08122 3.76327 1.2 0.3 0.1 -0.102
H -4.57177 -5.09778 3.50353 -0.1 0.0 0.1 0.075
H -4.97086 -3.59781 2.61177 0.5 -0.1 0.0 0.045
H -5.12338 -3.60633 4.33869 -0.5 -0.4 0.2 0.062
H -2.43695 -3.85587 3.06748 0.2 0.5 -0.3 0.105
H -2.68210 -3.87601 4.75841 -0.3 0.2 0.5 0.104
H -3.90688 -1.83556 4.39173 -0.3 0.3 0.0 0.022
C -0.85210 1.84284 -2.81432 1.8 0.2 0.0 -0.060
C -2.29679 1.68234 -3.09171 -1.0 1.3 1.0 -0.459
C -3.05646 2.98742 -2.73173 0.0 -0.7 1.0 -0.160
O -2.72814 3.39670 -1.43393 1.3 0.8 1.4 -0.259
C -3.30037 2.78328 -0.27252 -0.7 0.8 -1.4 -0.061
N -2.55297 1.34397 -4.44439 -0.2 -0.7 -1.5 0.059
H -0.59565 2.13211 -1.79517 -0.2 -0.1 0.1 0.069
H -0.34086 2.55461 -3.46247 -0.2 0.3 -0.2 0.075
H -0.36523 0.89435 -3.04111 0.2 -0.2 0.2 0.081
H -2.59543 0.85898 -2.44285 -0.7 -0.1 0.1 0.125
H -4.14626 2.97144 -2.74491 -0.2 -0.6 -0.7 0.113
H -2.69693 3.80145 -3.36118 0.0 0.0 -0.3 0.130
H -4.36635 2.99328 -0.36014 -0.4 -0.7 0.3 0.088
H -2.98032 3.35494 0.59861 0.4 -0.2 -0.1 0.080
H -3.07975 1.71802 -0.20431 0.0 0.0 0.1 0.075
H -1.75563 0.81277 -4.76406 0.0 -0.7 -0.2 0.047
H -2.51292 2.14459 -5.05879 -0.2 0.5 0.1 0.075
C 2.76761 1.44882 -4.10982 -0.9 0.0 -1.2 -0.054
C 3.57669 2.76685 -4.17411 0.1 -1.4 -1.1 -0.396
C 2.77617 4.03857 -3.90784 1.0 0.7 0.9 -0.218
O 1.59649 4.10472 -4.62868 -1.2 -0.6 -1.2 -0.203
C 0.60793 5.08274 -4.26849 0.9 -1.3 0.5 -0.071
N 4.74651 2.57953 -3.33712 -0.1 1.2 1.2 0.047
H 2.44121 1.09219 -3.13290 0.4 0.4 0.4 0.055
H 3.32377 0.64797 -4.59708 0.5 -0.1 0.3 0.060
H 1.85020 1.43254 -4.69822 -0.2 0.5 -0.1 0.064
H 4.08179 2.85551 -5.13594 -0.9 0.0 -0.7 0.132
H 3.37503 4.90960 -4.17391 0.5 0.1 0.0 0.125
H 2.64319 4.13669 -2.83045 -0.5 -0.1 0.4 0.107
H -0.26092 4.92498 -4.90747 0.2 0.1 -0.2 0.083
H 0.99463 6.09826 -4.35398 -0.1 0.1 0.1 0.088
H 0.31840 4.81707 -3.25178 -0.2 0.7 0.3 0.072
H 5.23129 1.74200 -3.62633 0.0 0.0 -0.2 0.065
H 4.35319 2.36482 -2.43198 0.5 0.0 0.6 0.026
C -0.46049 6.47610 1.75549 -1.0 0.8 0.3 -0.061
C -1.53425 5.72943 0.95471 1.0 -0.1 1.4 -0.472
C -2.77254 6.51671 0.56640 -1.4 0.8 0.9 -0.124
O -3.67938 6.77515 1.72630 2.0 -1.2 -0.6 -0.208
C -4.68173 7.74282 1.60316 0.4 -0.1 -0.4 -0.137
N -0.80136 5.32607 -0.20711 -0.3 -0.2 -1.2 0.062
H -0.15553 7.29479 1.10370 0.4 0.1 0.3 0.083
H 0.36790 5.81915 2.02061 0.0 0.0 -0.3 0.065
H -0.83278 6.86939 2.70144 -0.2 0.2 0.0 0.074
H -1.76016 4.85873 1.57030 -0.8 -0.2 0.2 0.100
H -3.35056 5.99837 -0.19865 -0.1 -0.4 0.0 0.114
H -2.48550 7.45257 0.08695 0.2 0.3 0.2 0.123
H -4.26660 8.74988 1.64294 0.0 0.2 0.0 0.081
H -5.34711 7.58465 2.45190 -0.1 0.1 -0.2 0.086
H -5.20610 7.62945 0.65432 -0.4 0.0 -0.1 0.082
H -1.35198 4.69051 -0.76656 0.0 -0.2 -0.3 0.040
H 0.03860 4.85048 0.09019 0.3 0.0 -0.2 0.044
C 5.18761 -8.70452 -3.22188 0.5 0.2 -0.1 -0.064
C 5.70184 -7.81158 -2.08593 -1.4 -0.4 -0.4 -0.426
C 4.45224 -7.40840 -1.23001 0.5 0.4 -0.6 -0.146
O 3.71502 -6.42207 -1.98194 -0.6 -1.2 0.7 -0.236
C 2.52245 -6.07262 -1.28804 0.0 0.7 -0.3 -0.078
N 6.71611 -8.52820 -1.35651 -0.3 -0.2 0.8 0.033
H 6.05006 -9.06435 -3.78295 0.0 0.1 -0.3 0.072
H 4.55695 -8.09219 -3.86642 -0.1 -0.3 -0.1 0.079
H 4.67519 -9.61114 -2.90008 -0.2 0.2 0.3 0.081
H 6.12399 -6.94086 -2.58767 -0.2 0.5 0.2 0.128
H 4.62334 -6.95857 -0.25201 0.7 0.0 0.2 0.119
H 3.79713 -8.25711 -1.03344 0.1 -0.3 -0.2 0.125
H 2.70354 -5.86956 -0.23254 0.3 0.3 0.1 0.087
H 1.71160 -6.80106 -1.29068 0.2 -0.5 -0.5 0.093
H 2.17779 -5.17017 -1.79293 -0.2 0.0 0.2 0.083
H 7.45497 -8.80914 -1.98520 0.1 0.0 0.1 0.072
H 7.10323 -7.95311 -0.62200 0.2 0.0 0.0 0.073
C 3.67071 4.03629 1.70077 -0.6 0.2 1.0 -0.069
C 3.62436 3.39375 0.35767 0.4 -0.4 -0.6 -0.427
C 4.06478 1.89635 0.43004 -0.9 2.3 0.2 -0.183
O 3.74517 1.36218 -0.82698 1.3 -1.6 -0.4 -0.250
C 4.57110 0.20200 -1.09896 -0.9 0.1 0.3 -0.071
N 2.28487 3.55101 -0.21903 0.2 -0.4 0.5 0.063
H 3.36327 5.07817 1.61093 0.4 0.1 0.1 0.083
H 4.61258 3.91867 2.23663 0.2 0.3 -0.3 0.084
H 2.93166 3.59483 2.36937 -0.3 -0.2 0.0 0.057
H 4.29434 3.95980 -0.28949 0.4 -0.3 -0.2 0.133
H 3.47885 1.43155 1.22298 0.0 -0.4 0.1 0.125
H 5.12045 1.88391 0.70115 0.2 -0.4 -0.3 0.131
H 4.38236 -0.55555 -0.33831 0.0 -0.1 0.1 0.074
H 5.63362 0.44384 -1.07344 0.1 0.2 -0.1 0.099
H 4.29203 -0.21899 -2.06488 0.0 0.3 0.0 0.057
H 2.19966 2.84701 -0.93822 0.1 0.1 -0.7 0.041
H 1.70016 3.11036 0.47669 -0.7 0.1 0.5 0.015
C -1.15488 0.11886 2.01405 -0.2 -0.7 0.6 -0.026
C 0.16917 0.64040 1.43031 -0.8 -3.4 -0.2 -0.445
C 0.36201 0.12556 -0.01704 1.2 -1.0 1.7 -0.155
O 0.88473 -1.21803 0.10631 -0.1 0.3 -1.2 -0.178
C 1.28699 -1.68563 -1.18003 -0.5 -0.7 0.2 -0.103
N 0.21631 2.00268 1.41447 0.2 3.7 -0.6 0.061
H -1.47774 0.64951 2.90974 0.2 0.5 0.1 0.068
H -1.13331 -0.91025 2.37262 0.2 -0.3 -0.4 0.064
H -1.99880 0.19105 1.32799 0.1 0.1 -0.3 0.046
H 1.00726 0.24792 2.00621 0.1 -0.2 0.1 0.126
H 1.17690 0.66504 -0.49976 -0.3 0.6 -0.2 0.105
H -0.58762 0.16684 -0.55052 0.0 -0.1 -0.3 0.111
H 1.88804 -1.00562 -1.78372 0.2 0.5 0.4 0.070
H 0.42793 -1.92772 -1.80573 -0.4 0.0 0.0 0.065
H 1.84401 -2.61558 -1.06590 0.1 0.0 0.3 0.072
H -0.41533 2.32821 0.69673 -0.2 0.5 -0.2 0.080
H -0.07181 2.45481 2.27043 -0.1 0.0 0.1 0.042
C -5.01842 0.53752 1.86296 0.1 1.1 -1.2 -0.025
C -6.36663 -0.03097 1.45342 -0.6 1.7 0.8 -0.430
C -6.68538 -0.06854 -0.05470 0.9 0.0 0.7 -0.170
O -6.41763 1.17563 -0.66524 -0.2 0.5 1.1 -0.190
C -6.38781 1.12112 -2.05272 0.2 -0.2 -0.7 -0.124
N -6.47651 -1.30607 2.07572 -0.2 -2.4 0.0 0.047
H -4.24303 -0.04738 1.36823 0.2 -0.2 0.3 0.061
H -4.82506 0.63149 2.93156 -0.3 -0.6 0.0 0.070
H -4.88018 1.54972 1.48290 -0.2 0.1 -0.2 0.063
H -7.21176 0.46320 1.93262 0.2 1.6 -0.3 0.132
H -7.74729 -0.29031 -0.16079 -0.1 -0.4 -0.2 0.129
H -6.03993 -0.83190 -0.48921 -0.1 -0.4 -0.3 0.122
H -6.53927 2.11479 -2.47434 0.0 0.1 0.2 0.088
H -7.14748 0.45886 -2.46797 -0.3 -0.1 0.0 0.088
H -5.42383 0.74280 -2.39291 0.2 -0.1 -0.2 0.082
H -6.19241 -1.23438 3.04228 0.5 0.1 0.0 0.050
H -7.46541 -1.49563 2.15465 -0.2 -0.6 -0.2 0.086
```
Positions in Å, forces in eV/Å.

Summary:
relative energy (zero: lowest compared OMol25 entry of this formula, charge and spin): 77.4 kcal/mol
LUMO energy: 0.12 eV
HOMO-LUMO gap: 0.3213 Ha
highest occupied orbital energy: -8.62 eV

---

(2)
A structure of composition C44H27F11N5O4PtSSb, computed with ωB97M-V/def2-TZVPD.

Geometry as XYZ:
```
94
Properties=species:S:1:pos:R:3:forces:R:3:lowdin_charge:R:1
Pt 1.31494 0.38353 1.32105 2.6 2.3 6.5 1.176
N 2.07971 0.86848 3.65610 -0.3 -0.6 -1.3 0.089
C 1.84216 2.24778 3.96470 -0.1 0.5 0.1 -0.225
C 2.23935 2.82202 5.14728 -0.2 -0.3 -0.4 0.018
C 1.88414 4.14355 5.45150 -0.2 0.3 -0.1 -0.031
C 1.12704 4.87968 4.58299 0.1 -0.1 0.1 0.006
C 0.72776 4.33139 3.34581 0.1 -0.5 -0.3 -0.123
C -0.06050 5.03057 2.40977 0.0 -0.2 -0.2 0.039
C -0.39457 4.43046 1.22197 0.1 0.1 0.1 -0.003
C 0.08192 3.13896 0.95720 -0.2 0.5 0.0 -0.116
N 0.80318 2.45790 1.81590 -0.5 -1.4 -1.9 0.004
C 1.11697 3.00129 3.01591 0.3 0.3 0.8 -0.146
H 3.02249 0.58930 3.91849 -0.1 -0.1 -0.2 0.112
H 1.42587 0.28733 4.18049 0.1 -0.1 -0.2 0.107
H 2.80326 2.25009 5.86858 0.1 -0.1 0.1 0.129
H 2.18436 4.56286 6.39582 0.1 0.1 0.1 0.122
H 0.82764 5.88817 4.82583 0.0 0.1 0.0 0.130
H -0.38756 6.03127 2.64960 -0.1 0.1 0.0 0.135
H -1.01362 4.92681 0.49011 0.0 0.0 0.0 0.113
H -0.14830 2.65157 0.01704 0.0 0.1 0.2 0.052
F -4.21057 -3.06438 3.29327 -0.1 -0.1 0.0 0.147
C -3.40002 -2.22768 2.66513 0.4 0.3 -0.3 -0.138
C -2.54875 -1.39087 3.39499 -0.2 -0.3 -0.4 -0.140
F -2.53928 -1.44753 4.72073 0.0 0.0 0.0 0.145
C -1.70603 -0.52418 2.72732 0.4 0.2 -0.9 -0.125
F -0.79426 0.22007 3.39866 -0.4 0.0 0.3 0.059
C -1.67573 -0.40637 1.31336 -2.1 -2.0 0.9 -0.325
O -0.95642 0.45940 0.70963 1.2 1.5 -2.2 -0.195
C -2.52239 -1.30657 0.62246 0.5 0.6 0.5 -0.136
F -2.49863 -1.24018 -0.73045 -0.1 -0.1 0.0 0.036
C -3.35505 -2.19975 1.26720 0.0 0.0 0.5 -0.140
F -4.10505 -3.03981 0.56573 -0.1 0.1 0.0 0.145
F 3.26143 -2.21838 -1.28633 -0.2 0.2 -0.2 0.151
C 3.25682 -0.91798 -1.59606 0.5 -0.3 0.4 -0.634
F 3.80968 -0.75762 -2.77998 -0.3 0.2 0.0 0.192
F 3.99519 -0.28696 -0.67675 -0.1 0.2 -0.2 0.127
S 1.49711 -0.28972 -1.49250 1.9 -1.9 0.7 0.423
O 1.59602 1.07894 -1.00679 -0.4 0.7 -0.1 -0.365
O 0.99081 -0.41297 -2.82650 -1.0 0.2 -0.9 -0.296
O 0.87768 -1.16369 -0.51016 -0.3 -0.3 -1.2 -0.356
N 2.15166 -10.20558 2.33028 -0.1 -0.7 0.1 0.198
C 2.27118 -9.08088 2.16737 0.0 -0.1 -0.1 -0.175
C 2.43680 -7.68339 1.99840 0.2 0.8 -0.1 -0.212
C 3.64676 -7.09575 2.36755 -0.3 0.0 -0.1 0.010
C 3.80246 -5.72696 2.27602 -0.1 0.2 -0.1 0.012
C 2.76218 -4.93616 1.79318 -0.2 -1.2 0.1 -0.169
C 1.56877 -5.52955 1.38484 0.2 0.2 0.0 0.006
C 1.40119 -6.89715 1.49295 0.2 0.0 0.1 0.006
N 2.91110 -3.53390 1.76013 -0.3 0.6 0.1 0.015
C 4.09395 -2.85050 1.79220 0.4 0.7 0.1 -0.011
C 3.78634 -1.52705 1.84914 0.5 -0.2 0.0 -0.121
N 2.42932 -1.39552 1.84176 -1.5 -0.1 -1.3 -0.096
C 1.93055 -2.61885 1.78977 -0.1 0.0 0.1 -0.109
H 4.44808 -7.71389 2.73970 0.1 0.0 0.1 0.134
H 4.72639 -5.28483 2.60973 0.1 0.1 0.0 0.114
H 0.77497 -4.92355 0.97965 -0.1 0.0 -0.1 0.112
H 0.47470 -7.36490 1.19615 -0.1 0.0 0.0 0.131
H 5.04545 -3.33234 1.75219 0.2 -0.1 0.0 0.133
H 4.44393 -0.68174 1.89419 0.1 0.1 -0.1 0.118
H 0.88423 -2.84400 1.80174 -0.2 -0.1 -0.1 0.141
F 2.11395 4.81984 -5.85828 -0.1 -0.1 0.1 0.116
C 1.39285 4.02672 -5.07302 -0.1 -0.1 0.2 -0.249
C 1.41938 4.24024 -3.70021 -0.1 0.1 -0.2 0.030
C 0.67723 3.40551 -2.88651 0.1 -0.1 0.1 -0.121
C -0.07484 2.37382 -3.43872 0.1 -0.3 0.9 -0.321
C -0.09606 2.17706 -4.81389 -0.1 -0.5 0.1 -0.076
C 0.63651 3.00972 -5.64006 0.1 0.3 0.0 0.035
Sb -1.12510 0.98102 -2.12568 -2.3 1.4 -1.9 1.936
C -2.84063 2.28095 -1.61000 1.4 -1.1 0.1 -0.304
C -2.80134 3.60541 -1.99881 0.3 0.4 -0.1 -0.104
C -3.86391 4.43537 -1.69234 -0.1 0.1 -0.1 0.026
C -4.93502 3.91699 -0.98173 0.1 0.1 0.1 -0.248
F -5.93183 4.72658 -0.63417 0.2 -0.2 -0.1 0.117
C -4.98562 2.58422 -0.60617 0.0 -0.1 -0.1 0.038
C -3.91685 1.76326 -0.92076 -0.4 -0.2 0.3 -0.084
C -2.02909 -0.41512 -3.52439 0.6 -0.4 0.7 -0.318
C -1.63114 -1.74549 -3.49170 0.3 0.1 0.1 -0.112
C -2.13402 -2.64457 -4.40803 -0.3 0.0 -0.3 0.036
C -3.06047 -2.18860 -5.33846 0.1 0.2 0.3 -0.249
F -3.56234 -3.04516 -6.21944 0.0 0.1 0.0 0.116
C -3.49332 -0.86748 -5.36033 0.1 -0.4 -0.2 0.027
C -2.97625 0.02487 -4.44115 0.0 0.5 0.5 -0.099
H 2.01715 5.04261 -3.29663 0.0 0.1 0.0 0.133
H 0.70592 3.55309 -1.81591 0.1 0.0 0.0 0.088
H -0.67620 1.37387 -5.24293 0.0 -0.1 -0.1 0.105
H 0.63765 2.88131 -6.71124 0.0 0.0 -0.1 0.136
H -1.96051 3.98799 -2.55720 0.1 0.2 0.0 0.096
H -3.87126 5.46881 -1.99790 0.0 0.1 0.0 0.134
H -5.85134 2.20678 -0.08845 -0.1 -0.1 0.1 0.135
H -3.94339 0.72260 -0.64566 0.0 -0.2 0.2 0.101
H -0.90644 -2.06616 -2.75906 0.0 -0.2 0.0 0.097
H -1.83381 -3.68098 -4.41623 0.0 -0.1 0.0 0.135
H -4.22983 -0.56735 -6.08887 0.0 0.1 -0.1 0.135
H -3.30880 1.05197 -4.44212 -0.1 0.1 -0.1 0.114
```
Positions in Å, forces in eV/Å.

Summary:
net charge: +2
relative energy (zero: lowest compared OMol25 entry of this formula, charge and spin): 80.7 kcal/mol
LUMO energy (spin up / spin down): -9.01 / -9.01 eV
HOMO-LUMO gap (spin up / spin down): 0.1464 / 0.1463 Ha
highest occupied orbital energy (spin up / spin down): -12.99 / -12.99 eV